The following is a quantum chemistry calculation of a 5-piece molecular cluster, C34H57ClO20S overall, from the OMol25 dataset.

gap between HOMO and LUMO: 9.633 eV
structure (SMILES): CCOC[C@@]1(CCCS(=O)(=O)O)[C@@H](CCCCCCCCCCCOC)OC(=O)[C@]1(O)Cl.O=C1OCCO1.O=C1OCCO1.O=C1OCCO1.O=C1OCCO1
LUMO: 0.194 eV
highest occupied orbital energy: -9.44 eV

XYZ file:
```
113
Properties=species:S:1:pos:R:3:mulliken_charge:R:1
C -4.353 5.280 1.210 -0.744
C -5.547 4.828 0.369 -0.484
O -5.184 3.996 -0.730 -0.465
C -5.020 2.634 -0.383 -1.074
C -3.922 1.940 -1.229 1.688
C -3.205 2.780 -2.293 -2.125
C -2.453 4.015 -1.799 0.319
C -1.420 4.487 -2.847 -0.975
S 0.170 4.506 -2.053 1.323
O 0.516 3.155 -1.716 -0.501
O 0.095 5.444 -0.972 -0.685
O 1.173 5.043 -3.145 -0.484
C -3.005 1.060 -0.364 -0.282
C -2.426 1.629 0.929 -1.161
C -0.889 1.820 0.921 -0.729
C -0.205 1.301 2.195 -0.911
C 0.515 -0.043 2.000 -0.924
C 1.682 -0.221 2.991 -0.963
C 3.035 0.123 2.343 -0.855
C 3.756 -1.127 1.832 -0.816
C 4.554 -1.837 2.934 -0.611
C 4.795 -3.338 2.642 -0.849
C 6.230 -3.652 2.180 -0.546
C 6.266 -4.547 0.964 -0.622
O 5.689 -5.804 1.269 -0.325
C 6.195 -6.843 0.460 -0.670
O -3.877 -0.070 0.017 -0.487
C -4.930 -0.183 -0.794 0.009
O -5.866 -0.900 -0.612 -0.590
C -4.702 0.800 -1.937 0.379
O -5.841 1.146 -2.632 -0.078
Cl -3.649 -0.185 -3.087 -0.200
H -4.555 5.198 2.276 0.320
H -3.478 4.674 0.999 0.132
H -4.094 6.314 1.001 0.291
H -6.030 5.692 -0.079 0.428
H -6.297 4.328 0.983 0.403
H -4.775 2.542 0.676 0.605
H -5.982 2.140 -0.524 0.228
H -2.470 2.124 -2.754 0.826
H -3.932 3.052 -3.058 0.412
H -1.992 3.847 -0.831 -0.236
H -3.153 4.829 -1.667 0.306
H -1.369 3.826 -3.708 0.409
H -1.610 5.503 -3.179 0.480
H 1.955 4.451 -3.097 0.289
H -2.206 0.608 -0.945 0.763
H -2.686 0.922 1.714 0.740
H -2.893 2.570 1.206 0.028
H -0.684 2.882 0.843 0.289
H -0.476 1.314 0.055 0.373
H -0.943 1.159 2.985 0.306
H 0.509 2.029 2.575 0.543
H 0.898 -0.088 0.981 0.527
H -0.189 -0.868 2.114 0.318
H 1.707 -1.243 3.363 0.506
H 1.526 0.449 3.835 0.449
H 2.879 0.793 1.497 0.368
H 3.676 0.651 3.050 0.431
H 4.434 -0.853 1.022 0.300
H 3.023 -1.812 1.405 0.443
H 4.059 -1.704 3.894 0.511
H 5.529 -1.353 2.974 0.366
H 4.118 -3.661 1.854 0.459
H 4.575 -3.901 3.544 0.346
H 6.801 -4.123 2.980 0.182
H 6.758 -2.738 1.904 0.387
H 7.289 -4.669 0.604 0.442
H 5.691 -4.059 0.164 0.303
H 5.521 -7.692 0.531 0.267
H 6.272 -6.536 -0.585 0.334
H 7.184 -7.149 0.814 0.160
H -5.573 1.386 -3.529 0.402
C 11.425 -7.716 1.959 -0.323
C 11.391 -7.463 0.464 -0.297
O 10.374 -6.463 0.351 -0.325
C 10.272 -5.819 1.539 0.669
O 9.634 -4.835 1.721 -0.499
O 10.994 -6.459 2.488 -0.325
H 12.414 -7.961 2.338 0.289
H 10.717 -8.487 2.268 0.258
H 12.330 -7.052 0.089 0.270
H 11.121 -8.337 -0.121 0.286
C -8.527 1.132 -4.296 -0.013
C -8.893 2.592 -4.487 -0.256
O -10.056 2.510 -5.314 -0.354
C -10.621 1.289 -5.139 0.575
O -11.684 0.971 -5.557 -0.512
O -9.798 0.488 -4.421 -0.343
H -8.089 0.917 -3.328 0.113
H -7.870 0.759 -5.085 0.176
H -9.161 3.079 -3.547 0.292
H -8.122 3.176 -4.985 0.291
C 6.015 2.238 -2.090 -0.310
C 5.869 3.746 -2.175 -0.303
O 4.735 3.887 -3.042 -0.321
C 4.005 2.751 -2.972 0.733
O 2.914 2.622 -3.435 -0.570
O 4.669 1.793 -2.301 -0.295
H 6.375 1.887 -1.127 0.287
H 6.645 1.832 -2.883 0.266
H 5.630 4.198 -1.212 0.272
H 6.732 4.245 -2.606 0.287
C -7.063 -2.135 2.090 0.140
C -6.670 -3.326 2.942 -0.337
O -6.256 -2.703 4.162 -0.346
C -6.856 -1.490 4.249 0.659
O -6.844 -0.800 5.215 -0.532
O -7.465 -1.179 3.084 -0.345
H -7.886 -2.337 1.410 0.285
H -6.228 -1.728 1.528 -0.093
H -7.512 -3.988 3.155 0.242
H -5.853 -3.907 2.523 0.310
```